A structure of composition C44H45BaN10O6S5 at a distorted geometry. Source: OMol25; level of theory: the ωB97M-V functional and the def2-TZVPD basis.

Its net charge is -1. Its orbital gap is 0.2746 Eh. Its spin multiplicity is 1. The lowest unoccupied orbital energy is 1.8 eV. For the relative energy (zero: lowest compared OMol25 entry of this formula, charge and spin), the calculation gives 2.749 eV.

```
111
Properties=species:S:1:pos:R:3:forces:R:3
Ba -0.41883 -0.45801 -0.06844 0.563 0.178 0.162
S -4.77316 -2.44411 6.85736 -1.351 -0.308 0.516
S -1.44533 2.51095 1.38472 -0.277 -0.693 1.501
S -0.51467 -0.24852 3.35000 -0.140 0.293 -0.213
S -3.06933 -1.10946 -1.85377 -0.407 -0.094 -0.141
S -3.45040 -0.67454 1.51760 -0.180 1.104 0.626
O -4.43056 -1.31608 6.01378 0.215 0.241 -0.321
O -4.07329 -2.49076 8.12343 0.579 -0.198 -0.044
O 1.56870 -0.51214 -2.91233 0.504 -0.149 -0.867
O -6.21212 -2.67905 7.00560 0.964 0.042 -0.550
O 3.55004 4.29234 0.98387 -0.093 -0.560 -1.110
O 3.91326 1.98030 -2.05665 -0.600 0.351 -0.206
N 1.65550 3.53281 -2.68101 -0.489 -1.412 0.945
N 0.14600 -2.72533 -1.62574 0.390 -1.497 -0.813
N 1.70199 3.01214 -0.45611 0.426 0.091 1.034
N 0.46154 1.60196 -1.88574 1.044 1.276 0.527
N 1.34851 -4.42143 -5.32492 -0.240 -0.134 1.087
N 0.87496 -4.72354 -2.90947 -0.551 0.428 0.726
N -4.72033 -5.03233 6.26007 -0.663 -0.748 0.801
N -0.28540 -3.26319 1.27190 1.493 0.480 1.346
N -1.63465 -2.20010 -3.72483 1.663 -2.534 -2.097
N -3.29484 -3.70678 4.90163 -0.220 -0.174 0.548
C -2.23551 -2.51412 -6.07131 0.033 -0.837 0.780
C -3.45692 -1.82916 -5.78789 -0.647 -0.511 -1.050
C 5.30969 3.90700 -2.16757 1.128 0.281 0.504
C 2.95784 4.04728 -2.68228 0.216 0.114 -0.106
C -0.77089 1.92313 -4.03169 0.881 0.444 0.306
C -0.60226 1.48175 3.92101 1.935 -0.790 0.645
C 4.06606 3.30925 -2.28762 1.140 -0.844 0.288
C 0.83313 0.15638 -3.83895 -1.145 2.129 3.786
C -1.40202 -2.71975 -5.00758 1.557 -0.364 1.843
C 5.42905 5.26377 -2.48340 0.185 1.416 -0.308
C 2.02032 0.92852 0.87022 -0.237 -0.466 1.182
C -4.00161 1.15163 1.41259 0.157 -0.506 0.019
C 1.10726 -4.53575 -4.18362 0.919 -0.172 -1.533
C -3.40075 -6.05452 4.61500 -0.299 0.892 -0.418
C -2.01990 -1.00428 4.05870 0.899 -0.133 -2.614
C 4.68692 1.28745 -1.11238 1.310 -1.206 0.091
C 0.47783 -3.67169 -2.25144 0.404 0.623 0.791
C -0.34092 2.55327 2.92651 -0.335 -0.100 -1.724
C 4.36393 6.00337 -3.04012 0.130 -2.116 1.436
C 0.53627 -0.23241 -5.08841 1.997 -2.275 -1.235
C -0.68227 -4.20978 3.43380 1.652 0.806 0.130
C -0.92028 1.57553 -5.39812 -1.083 0.435 -0.529
C -3.36645 -0.78916 3.35517 -0.361 0.065 0.964
C 2.70391 -1.19261 -3.40005 0.004 -0.570 -0.183
C -1.98696 -4.49355 3.11919 -0.829 0.482 -1.223
C 2.83600 0.42062 1.92885 -0.884 -1.565 -1.962
C 4.06748 2.34003 2.31449 1.405 1.505 -0.992
C -3.09230 2.08304 2.20947 0.746 0.723 -0.550
C 3.69092 5.35927 1.88870 -0.829 0.730 0.655
C -4.15883 -3.91933 5.90527 0.002 2.313 0.059
C -2.78087 -1.66871 -3.45069 -1.361 2.270 1.752
C 2.28779 2.24644 0.61171 0.611 0.656 -0.751
C 3.97251 0.98873 2.47201 -1.825 -0.805 1.065
C -0.22379 0.47679 -5.94584 -2.374 3.247 1.014
C -1.50787 -3.57707 0.95450 -2.081 0.272 -0.915
C 3.12382 5.34635 -3.07359 -0.285 2.135 -0.877
C -4.37707 -6.12079 5.61696 0.704 -0.294 -0.886
C 0.15755 -3.56214 2.54048 -2.961 -0.954 -2.706
C 1.28765 2.60373 -1.69066 -0.943 0.425 0.405
C -3.69010 -1.44146 -4.50145 -0.800 0.630 -0.636
C 3.29575 2.93111 1.31901 0.148 1.743 1.173
C -2.90433 -4.78974 4.24084 -1.237 -0.962 0.948
C 0.19376 1.29969 -3.21103 -0.615 -1.500 -3.014
C -2.42225 -4.16362 1.82052 0.521 -0.604 0.866
H -3.41697 -4.31433 1.43458 -0.285 -0.096 0.364
H 3.33006 -1.31253 -2.52915 0.261 -0.495 0.055
H -1.96088 -0.82419 5.08322 -0.737 0.548 1.732
H -1.95815 -3.24837 -0.02711 1.003 -0.351 0.757
H 2.21032 5.88844 -3.40075 0.705 -0.376 0.308
H -4.55973 -0.85446 -4.23937 -0.151 -0.268 -0.019
H -4.94326 -7.01672 5.89201 0.517 0.032 -0.243
H -0.41365 0.32135 -6.97007 0.177 -0.881 -0.958
H 0.66643 2.44396 2.50288 -0.284 0.213 0.155
H 4.13465 0.36932 -0.93116 0.102 -0.020 0.086
H 2.54573 -0.60489 2.14972 0.590 -0.159 0.521
H 3.58101 6.34277 1.30547 0.090 -1.562 0.762
H 6.18014 3.29936 -1.77718 -1.160 0.912 -0.514
H 1.16005 -3.33799 2.63285 1.886 0.482 1.003
H -1.75460 -2.04538 3.97319 -0.082 -0.329 -0.061
H -0.97456 -2.48189 -2.91683 -0.932 0.817 -1.124
H 5.72931 1.03024 -1.40133 -0.567 0.042 -0.842
H -0.46597 -3.34328 -4.92808 -1.266 0.862 -1.268
H 4.89127 1.74623 -0.16253 -0.738 0.852 0.438
H -1.68193 2.12919 -6.06851 1.425 -0.801 1.313
H -0.31892 -4.33780 4.43239 0.050 -0.304 0.493
H -5.00666 1.17544 1.86493 0.328 -0.020 -0.220
H -3.86513 0.10914 3.71439 0.089 0.042 0.071
H -3.13029 -6.85873 3.98808 0.220 -1.118 -0.275
H 6.30579 5.92155 -2.27772 -0.247 -1.289 -0.151
H 4.64447 5.40637 2.44769 -0.123 -0.307 -0.470
H -4.26846 -1.72532 -6.59272 1.449 0.095 1.301
H -3.48605 3.08411 2.39871 -0.650 -0.253 -0.245
H -3.99893 -1.56939 3.81401 0.092 0.085 -0.835
H 2.12221 3.93639 -0.35496 -0.356 -0.089 -0.877
H -1.49331 1.63395 4.45879 -1.232 0.031 0.620
H 4.50696 0.40056 3.19192 0.565 0.095 0.273
H -0.44816 3.49359 3.45329 -0.004 0.418 -0.234
H 1.27257 3.29982 -3.56575 -0.303 -0.103 -0.905
H -1.25979 2.77635 -3.54805 -0.261 -0.270 -0.537
H 4.88783 2.92189 2.76874 -0.557 -0.232 -0.217
H 0.99646 -1.13966 -5.45116 0.227 -0.231 -0.057
H 0.21677 1.60869 4.66716 -0.503 -0.194 -0.296
H 2.88909 5.28033 2.66277 0.402 0.312 -0.457
H -2.95647 1.65519 3.19601 0.421 -0.011 -0.115
H 2.45336 -2.12563 -3.91504 -0.075 -0.283 0.532
H -4.09430 1.43235 0.34381 0.162 -0.354 0.556
H -2.01551 -3.08043 -6.98096 -0.175 0.605 0.171
H 3.25394 -0.65436 -4.15877 0.101 0.800 -0.103
H 4.53434 7.04913 -3.17961 -0.361 0.403 -0.432
```
Positions in Å, forces in eV/Å.